Entry from the Open Molecules 2025 dataset: 16 unconnected molecules or ions with the total composition C19H66F3O17 at a distorted geometry (ωB97M-V with the def2-TZVPD basis set).

Energy relative to the best compared isomer or geometry (same formula, charge and spin): 66.7 kcal per mole
Electronic energy: -2341.89170 Ha
Total charge: -1

```
105
Properties=species:S:1:pos:R:3:forces:R:3
C 0.6562 0.1192 1.2059 3.2 -0.1 1.3
O 0.6315 0.8555 -0.0246 -1.2 0.3 -1.4
O 1.7791 0.4578 1.8163 -1.8 -0.2 0.5
C -0.6594 0.3720 2.0031 0.3 0.3 -0.4
F -1.7225 -0.3460 1.5178 -0.1 0.1 -0.1
F -0.5674 0.0234 3.2941 0.1 0.0 0.1
F -1.0317 1.6699 1.9678 -0.2 -0.1 0.1
C -0.1245 0.2899 -1.0754 0.7 -0.1 -0.5
C 0.2219 1.0037 -2.3748 -0.2 0.4 0.0
H -0.2525 0.5236 -3.2338 -0.2 0.0 0.1
H -0.0929 2.0485 -2.3119 0.0 0.0 -0.2
H 1.2940 1.0001 -2.5833 0.1 -0.1 0.3
H -1.1946 0.3249 -0.8544 -0.1 0.0 -0.1
H 0.1711 -0.7526 -1.2544 -0.1 -0.2 0.5
H 0.6867 -0.9606 0.9611 -0.8 -0.4 -0.4
C -1.1327 1.6685 -5.9105 -0.5 0.8 -0.6
O -1.8845 0.5827 -6.4444 0.2 -0.2 0.1
H -1.7239 2.2118 -5.1667 0.3 -0.3 0.3
H -0.1910 1.2945 -5.5167 -0.1 0.0 0.2
H -0.9279 2.4008 -6.7009 0.3 -0.1 0.0
H -2.5118 0.9118 -7.0890 -0.1 0.0 0.0
C 1.9153 1.1188 5.3186 0.1 -1.1 -0.3
O 3.2941 1.0670 4.9721 0.0 0.8 0.5
H 1.6562 1.6994 6.2110 0.3 0.2 0.0
H 1.3567 1.4718 4.4554 0.2 0.0 -0.1
H 1.6418 0.0716 5.5059 -0.6 0.1 0.1
H 3.7818 0.9563 5.7932 0.1 -0.1 -0.1
C -2.3138 -2.9396 -1.9128 0.3 0.3 -0.3
O -1.2595 -3.8804 -2.1014 -0.1 0.1 0.1
H -2.8243 -2.7648 -2.8660 -0.3 -0.1 0.2
H -2.9881 -3.3296 -1.1550 -0.1 -0.1 -0.1
H -1.9400 -1.9637 -1.5878 0.0 -0.1 0.2
H -0.6135 -3.4607 -2.6789 0.0 0.0 0.0
C -1.8480 -2.6228 -5.5250 -0.4 0.4 -0.1
O -0.8790 -1.6678 -5.1428 0.3 0.0 0.0
H -2.7323 -2.5649 -4.8792 0.1 -0.1 0.0
H -2.1918 -2.4302 -6.5461 0.1 -0.2 -0.1
H -1.4337 -3.6270 -5.4521 0.1 0.0 0.0
H -1.0662 -0.8472 -5.6282 -0.2 -0.4 0.2
C -0.2619 -3.0402 3.8575 0.9 0.6 -0.4
O -0.1266 -4.1568 4.7349 -0.4 0.2 -0.3
H 0.2044 -2.1542 4.2880 -0.3 -0.1 0.5
H 0.3285 -3.1533 2.9400 -0.2 -0.4 -0.1
H -1.2904 -2.8107 3.5789 -0.1 0.0 0.2
H -0.8049 -4.7750 4.4485 0.2 -0.2 0.2
C 4.0723 -1.3302 -0.2318 -1.0 0.2 0.6
O 4.6422 -0.0335 -0.3048 0.5 -0.7 -0.3
H 4.7381 -2.1849 -0.3909 0.2 0.3 -0.3
H 3.6458 -1.4638 0.7639 0.2 0.3 0.1
H 3.2034 -1.3636 -0.9021 0.2 -0.3 -0.2
H 4.8482 0.0872 -1.2370 0.0 0.4 0.1
C 3.6117 -1.9884 3.6860 0.3 -0.7 -0.8
O 4.7061 -1.1345 3.3732 -0.4 0.3 0.3
H 3.6613 -2.8106 2.9568 -0.2 -0.4 0.3
H 3.6485 -2.3924 4.7016 0.1 0.0 0.0
H 2.6335 -1.5385 3.5183 0.4 0.8 0.0
H 5.4855 -1.4789 3.8129 0.0 -0.1 0.0
C -1.0677 4.3357 -0.7538 -1.1 0.0 -0.2
O -0.5421 5.6004 -0.3948 0.5 -0.1 0.2
H -1.4032 4.3534 -1.7977 0.3 -0.2 -0.1
H -0.3759 3.5121 -0.5885 0.4 0.4 0.0
H -1.9676 4.0970 -0.1741 0.1 0.1 0.2
H -1.0976 6.2820 -0.7760 -0.1 0.0 0.0
C -4.9378 -2.6580 1.8293 0.1 1.5 -0.3
O -5.4073 -3.3399 0.6806 -0.3 -0.6 0.3
H -5.4468 -1.6911 1.9372 -0.1 0.0 -0.1
H -5.1277 -3.1562 2.7762 0.1 -0.7 -0.3
H -3.8841 -2.3963 1.7004 0.1 -0.3 0.3
H -5.3594 -2.7289 -0.0587 0.1 0.1 0.0
C -3.8373 -0.0674 4.4797 -0.4 -1.2 1.1
O -4.3859 1.1882 4.8664 0.3 0.3 -0.9
H -2.9450 -0.3131 5.0617 0.0 0.1 0.0
H -4.6094 -0.8149 4.7023 0.2 -0.3 -0.1
H -3.5504 -0.2403 3.4444 -0.2 1.1 -0.2
H -4.5907 1.1176 5.8000 0.0 0.0 0.0
C 1.1884 4.0118 2.4067 -0.6 0.4 -0.5
O 2.5239 3.9426 2.8905 -0.6 0.2 -0.1
H 0.4630 3.9687 3.2265 0.0 -0.1 0.0
H 1.0005 4.9319 1.8348 0.1 0.2 0.2
H 0.9141 3.2354 1.6957 0.7 -0.5 0.3
H 2.5342 4.6433 3.5513 0.4 -0.2 0.0
C -3.8186 1.5948 -0.8663 0.2 0.7 0.5
O -4.3062 0.5878 0.0032 -0.1 -0.4 -0.4
H -3.2028 2.2838 -0.2806 0.0 0.1 -0.2
H -3.1701 1.2085 -1.6519 -0.2 -0.5 0.1
H -4.6378 2.1571 -1.3284 0.0 0.0 0.0
H -4.5289 1.0156 0.8331 0.1 -0.1 0.1
C 3.1041 0.3322 -5.4270 0.0 -0.7 -0.6
O 3.3405 1.5118 -4.7082 0.2 0.2 0.2
H 3.9766 -0.3216 -5.3646 0.1 0.2 0.3
H 2.2553 -0.2490 -5.0472 0.0 0.1 0.0
H 2.9768 0.5173 -6.5034 -0.2 0.1 0.1
H 2.5501 2.0567 -4.7415 0.0 0.0 0.1
C 1.5978 -3.6492 -0.1143 -1.0 -0.3 -0.8
O 2.8985 -4.1631 0.0646 0.1 0.0 0.2
H 1.1981 -3.0246 0.6871 0.4 0.0 0.1
H 1.5690 -3.0689 -1.0383 0.4 0.2 0.2
H 0.8647 -4.4407 -0.3205 0.1 -0.1 0.3
H 2.9523 -4.5660 0.9352 0.0 0.1 0.0
C 2.8090 3.6617 -1.2029 -0.2 -0.4 0.7
O 3.0569 2.6229 -0.2703 -0.3 0.3 -0.8
H 3.7695 4.0216 -1.5736 0.0 0.1 -0.1
H 2.1956 3.3031 -2.0383 0.1 0.1 -0.2
H 2.2652 4.4827 -0.7178 0.1 0.2 -0.1
H 2.2718 2.0483 -0.2686 0.3 -0.2 0.6
```
Forces are in eV/Å.